No. 1
ORCA calculation (ωB97M-V/def2-TZVPD) on a structure of composition C34H47N2O2Rh.

Geometry as XYZ:
```
86
Properties=species:S:1:pos:R:3:forces:R:3
Rh -0.209 -2.107 -0.076 -0.33 -0.33 -0.14
C -3.210 4.191 0.631 -0.03 -0.08 -0.07
C -3.565 3.505 -0.706 -0.06 0.23 0.11
C -2.774 4.157 -1.853 0.00 -0.12 -0.02
C -5.061 3.707 -0.968 0.09 -0.08 -0.02
C -3.175 2.046 -0.590 0.31 0.02 0.03
C -1.844 1.713 -0.401 0.04 0.38 -0.04
C -1.471 0.384 -0.263 -0.09 -0.13 0.24
N -0.237 -0.151 -0.090 0.31 0.46 -0.27
C 0.984 0.422 -0.014 -0.29 -0.24 0.25
C 1.317 1.755 0.192 0.09 0.57 0.08
C 2.644 2.135 0.233 -0.53 0.01 0.00
C 3.660 1.145 0.059 0.05 -0.52 -0.13
C 3.425 -0.190 -0.122 0.46 0.00 -0.15
C 2.048 -0.592 -0.114 -0.23 -0.11 0.05
O 1.675 -1.815 -0.180 0.98 0.07 0.01
C 4.549 -1.209 -0.308 0.07 -0.09 0.10
C 4.543 -2.196 0.879 -0.04 0.09 -0.12
C 4.369 -1.965 -1.638 -0.11 0.15 0.10
C 5.909 -0.509 -0.345 -0.10 -0.01 0.04
C 3.062 3.571 0.432 0.07 0.18 0.05
C 4.002 3.664 1.650 -0.07 -0.08 -0.02
C 3.819 4.026 -0.834 -0.06 -0.11 0.01
C 1.867 4.501 0.656 0.09 -0.09 0.00
C -2.496 -0.668 -0.322 0.24 0.06 -0.03
O -2.083 -1.881 -0.185 -0.84 0.06 -0.19
C -3.865 -0.329 -0.566 -0.41 -0.11 -0.08
C -4.147 1.010 -0.667 0.05 -0.45 0.00
C -4.946 -1.400 -0.725 -0.06 -0.06 0.08
C -6.302 -0.756 -1.021 0.06 -0.01 0.05
C -5.075 -2.205 0.585 0.05 0.11 -0.14
C -4.605 -2.329 -1.907 0.08 0.17 0.13
H -3.511 5.237 0.587 0.02 0.01 0.01
H -2.139 4.154 0.837 0.00 0.02 0.01
H -3.739 3.718 1.460 0.02 0.04 0.02
H -3.074 5.199 -1.950 0.01 0.01 0.01
H -2.982 3.654 -2.800 0.02 0.04 -0.02
H -1.697 4.132 -1.679 -0.01 0.03 -0.01
H -5.267 4.774 -1.040 0.01 0.01 0.01
H -5.674 3.314 -0.155 -0.03 -0.01 -0.03
H -5.371 3.255 -1.912 -0.04 -0.01 0.03
H -1.107 2.499 -0.371 -0.10 -0.06 -0.07
H 0.548 2.487 0.378 0.13 -0.05 -0.05
H 4.686 1.480 0.082 -0.02 0.02 -0.01
H 3.634 -2.794 0.904 -0.03 -0.05 0.03
H 4.641 -1.663 1.827 0.02 -0.02 0.00
H 5.390 -2.875 0.782 0.00 0.01 0.01
H 3.468 -2.573 -1.636 -0.06 -0.06 -0.04
H 5.220 -2.628 -1.795 0.01 0.00 0.02
H 4.325 -1.269 -2.478 0.02 -0.03 -0.01
H 6.127 -0.005 0.599 0.06 0.02 -0.02
H 5.967 0.211 -1.164 0.06 0.01 0.01
H 6.687 -1.254 -0.505 0.00 0.00 0.01
H 4.928 3.108 1.504 0.00 0.00 0.01
H 3.513 3.293 2.553 0.02 0.03 0.01
H 4.269 4.708 1.810 0.00 0.01 0.01
H 4.729 3.447 -0.996 0.00 0.02 -0.02
H 4.105 5.071 -0.718 0.01 0.01 0.01
H 3.190 3.939 -1.721 0.02 0.02 -0.01
H 1.308 4.223 1.552 -0.03 0.03 -0.01
H 1.199 4.509 -0.208 -0.03 0.03 0.02
H 2.230 5.517 0.797 -0.01 0.01 0.00
H -5.172 1.297 -0.838 0.04 0.04 0.00
H -6.628 -0.111 -0.202 -0.06 0.00 -0.03
H -7.048 -1.540 -1.138 0.00 0.00 0.00
H -6.278 -0.181 -1.948 -0.06 0.01 0.00
H -5.318 -1.547 1.421 -0.02 -0.03 0.01
H -4.161 -2.744 0.820 0.06 -0.05 0.04
H -5.879 -2.933 0.480 0.00 0.01 0.01
H -4.508 -1.756 -2.832 -0.01 -0.03 -0.01
H -5.408 -3.053 -2.041 -0.02 0.02 0.02
H -3.684 -2.879 -1.738 0.09 -0.07 -0.01
N -0.302 -4.224 -0.035 0.11 0.15 0.36
C 0.602 -4.800 0.962 0.14 -0.14 0.28
C 1.266 -5.987 0.700 0.00 0.10 -0.15
C 2.117 -6.521 1.657 0.04 -0.02 0.03
C 2.301 -5.873 2.869 0.00 -0.01 0.03
C 1.628 -4.688 3.132 0.01 -0.06 0.00
C 0.773 -4.154 2.182 -0.20 0.02 -0.25
H -0.135 -4.676 -0.929 0.02 0.07 -0.12
H -1.264 -4.446 0.215 -0.02 -0.10 -0.02
H 1.126 -6.498 -0.247 -0.01 -0.01 0.01
H 2.631 -7.451 1.457 0.00 0.01 -0.02
H 2.956 -6.299 3.617 0.02 0.01 -0.02
H 1.761 -4.188 4.082 -0.03 0.00 0.00
H 0.209 -3.252 2.394 0.06 0.04 0.05
```
Positions in Å, forces in eV/Å.

The calculation puts the HOMO energy (alpha / beta) at -0.5226 / -0.5219 hartree. As for the total charge: +2. For the gap between HOMO and LUMO (alpha / beta), the calculation gives 5.22 / 5.21 eV. Its total energy is -46089.1316 eV. The energy relative to the best compared isomer or geometry (same formula, charge and spin) comes out at 0.0 kJ/mol.

=====

No. 2
ORCA calculation (ωB97M-V/def2-TZVPD) on the molecule C4H12N2S.

Geometry as XYZ:
```
19
Properties=species:S:1:pos:R:3:forces:R:3
C 0.560 0.409 1.622 0.78 0.32 0.85
C 0.207 0.176 0.149 -1.94 3.01 1.31
C 0.913 -0.882 -0.535 -0.84 -3.38 -0.75
S 2.684 -0.816 -0.529 0.66 1.31 0.73
N -1.259 -0.052 -0.031 1.60 1.81 -2.27
C -2.134 1.084 0.214 -1.28 -0.13 -0.12
N -3.450 1.011 -0.448 -0.50 -0.25 2.33
H 0.683 -0.544 2.164 0.45 0.23 -0.24
H -0.318 0.836 2.111 0.21 0.42 -0.05
H 1.454 1.123 1.797 -1.32 -1.38 -0.29
H 0.383 1.190 -0.312 -0.05 -1.04 -0.12
H 0.458 -0.961 -1.526 0.56 0.24 -0.19
H 0.623 -1.889 -0.083 0.22 1.18 -0.14
H 2.808 -1.787 -1.374 0.29 -0.99 -0.86
H -1.636 -0.795 0.468 -0.22 -1.78 1.06
H -1.705 2.084 -0.042 0.19 -1.05 0.30
H -2.354 0.980 1.275 -0.33 1.14 0.32
H -4.186 0.469 0.068 1.36 0.70 -1.07
H -3.476 0.915 -1.432 0.15 -0.36 -0.78
```
Positions in Å, forces in eV/Å.

The calculation puts the HOMO energy at -0.3216 hartree. As for the SMILES: C[C@@H](CS)NCN. For the gap between HOMO and LUMO, the calculation gives 9.68 eV. Its total energy is -18157.0038 eV. The energy relative to the best compared isomer or geometry (same formula, charge and spin) comes out at 97.9 kJ/mol.